A structure of composition C20H31IrN5OSSi. Source: the OMol25 dataset; level of theory: the ωB97M-V functional and the def2-TZVPD basis.

Lowest unoccupied orbital energy (spin up / spin down) (Eh): 0.00797 / 0.00737
<S²>: 0.75
Multiplicity: 2
Orbital gap (spin up / spin down) (eV): 6.56 / 7.28

Structure (XYZ):
```
60
Properties=species:S:1:pos:R:3:forces:R:3
Ir 1.2514 -0.3230 -0.0745 -0.227 -0.231 -0.024
C 1.9433 -1.9890 -2.4229 -0.020 0.058 -0.059
C 0.5036 -2.4392 -2.1451 -0.065 -0.028 -0.172
N -0.0199 -1.9359 -0.8485 0.052 0.253 0.093
C -0.2447 -2.9996 0.1582 -0.151 -0.190 -0.015
C 0.2881 -2.6631 1.5470 -0.094 0.071 -0.002
N 1.5707 -1.9754 1.4973 0.231 0.135 0.111
C 2.7734 -2.7323 1.1379 -0.041 -0.027 -0.039
C 2.9219 -2.9520 -0.3688 0.005 -0.056 -0.056
N 2.6368 -1.7420 -1.1644 0.327 0.124 0.266
H 2.4505 -2.7339 -3.0493 -0.017 -0.028 0.013
H 1.9133 -1.0426 -2.9594 0.018 -0.007 -0.008
H -0.1263 -2.0640 -2.9500 -0.006 0.025 0.036
H 0.4246 -3.5277 -2.1602 0.009 -0.003 0.018
H -0.8602 -1.4091 -1.0413 -0.086 -0.070 -0.053
H -1.3103 -3.2279 0.2453 0.004 0.016 -0.019
H 0.2311 -3.9104 -0.2028 -0.009 -0.003 -0.004
H -0.4055 -1.9782 2.0363 0.001 -0.051 0.012
H 0.3279 -3.5871 2.1394 0.013 -0.018 -0.021
H 1.7304 -1.4871 2.3715 0.070 0.021 -0.021
H 3.6168 -2.1466 1.5001 0.002 -0.007 0.015
H 2.8067 -3.7086 1.6396 -0.011 -0.008 -0.019
H 3.9347 -3.3177 -0.5608 -0.004 -0.004 -0.017
H 2.2509 -3.7393 -0.7132 -0.015 0.016 0.015
H 3.4740 -1.1865 -1.3028 0.036 -0.074 -0.047
S 2.9642 1.2148 0.3275 -0.024 0.029 -0.043
C 3.6965 0.4709 1.6478 0.102 0.117 0.138
N 4.1771 -0.0426 2.5695 -0.019 -0.087 -0.012
C 0.0185 2.8888 1.0677 0.057 0.048 0.041
Si -0.1450 1.0117 1.2396 -0.006 -0.037 0.138
C 0.2275 0.6979 3.0824 0.028 -0.029 0.024
C -2.0621 0.7747 1.2131 0.005 0.040 -0.065
C -2.8789 1.7025 1.8724 -0.044 0.016 -0.019
C -4.2618 1.5847 1.8978 0.036 0.022 0.017
C -4.8852 0.5200 1.2615 -0.009 -0.029 -0.012
C -4.1076 -0.4268 0.6140 0.001 -0.006 0.004
C -2.7238 -0.2893 0.5996 -0.011 0.088 0.073
H -0.6255 3.4132 1.7773 0.036 0.033 -0.010
H -0.2461 3.2275 0.0673 -0.035 0.063 -0.103
H 1.0490 3.1930 1.2604 -0.013 -0.010 -0.008
H -0.2591 1.4374 3.7251 -0.021 -0.001 -0.025
H 1.3028 0.7438 3.2828 -0.017 0.002 -0.001
H -0.1423 -0.2830 3.4007 0.043 0.018 0.040
H -2.4250 2.5440 2.3829 -0.023 -0.009 0.002
H -4.8567 2.3257 2.4185 0.003 0.000 0.001
H -5.9637 0.4256 1.2784 0.001 0.001 -0.001
H -4.5766 -1.2729 0.1250 0.009 0.005 -0.005
H -2.1400 -1.0496 0.1069 -0.022 -0.131 -0.067
O -0.0902 0.3996 -2.4153 -0.134 -0.022 -0.261
N -0.2668 1.6787 -2.4551 0.093 -0.094 0.060
C 0.8032 2.4968 -2.5661 0.002 0.083 -0.017
C 0.6449 3.8648 -2.5951 0.015 0.031 0.020
C -0.6204 4.4232 -2.4960 -0.016 -0.128 0.014
C -1.7022 3.5649 -2.3640 0.038 0.062 -0.015
C -1.5055 2.2015 -2.3452 -0.101 0.046 0.058
H 1.7505 1.9829 -2.6206 -0.003 0.011 0.027
H 1.5262 4.4848 -2.6775 0.007 -0.014 -0.003
H -0.7574 5.4945 -2.5015 -0.002 0.006 -0.009
H -2.7095 3.9425 -2.2609 -0.005 -0.015 -0.003
H -2.2918 1.4722 -2.2294 0.006 -0.022 0.021
```
Positions in Å, forces in eV/Å.